19
Properties=species:S:1:pos:R:3:lowdin_charge:R:1 method="wB97M-V/def2-TZVPD" fmax_ev_per_a=4.01 homo_ev=-8.882 de_lowest_kj_mol=311.77 e_tot_ha=-721.3499
H -0.432 1.976 0.957 0.028
N 0.332 2.470 0.391 0.054
C 1.085 1.653 -0.229 -0.280
N 0.833 0.279 -0.188 -0.224
C 1.837 -0.693 -0.397 -0.098
N 0.027 0.000 0.937 -0.085
C -0.929 -1.052 0.625 -0.325
C -1.952 -0.723 -0.390 -0.603
S -2.727 0.912 -0.087 0.632
H 2.005 1.906 -0.742 0.110
H 1.503 -1.654 -0.772 0.072
H 2.565 -0.777 0.501 0.114
H 2.626 -0.248 -1.047 0.089
H 0.615 -0.129 1.732 0.118
H -1.375 -1.587 1.588 0.161
H -0.329 -1.817 0.013 0.100
H -1.437 -0.566 -1.434 0.095
H -2.619 -1.560 -0.544 0.064
H -1.630 1.610 -0.914 -0.023


19
Properties=species:S:1:pos:R:3:lowdin_charge:R:1 method="wB97M-V/def2-TZVPD" fmax_ev_per_a=3.10 homo_ev="-7.539 / -7.320" de_lowest_kj_mol=487.52 e_tot_ha=-721.2829
C -0.889 0.620 0.067 -0.572
C 1.654 -0.254 -0.928 -0.093
C -0.350 -1.499 1.076 -0.075
C 1.427 0.074 0.522 -0.253
N -0.460 1.731 -0.590 0.134
N 0.021 -0.064 0.842 -0.101
N -2.103 0.252 0.011 -0.523
S -3.284 -0.488 0.857 0.544
H 2.525 0.266 -1.385 0.083
H 1.761 -1.339 -1.069 0.075
H 0.722 0.141 -1.557 0.114
H 0.326 -1.848 1.909 0.113
H -1.375 -1.592 1.511 -0.009
H -0.517 -2.017 0.166 0.076
H 2.137 -0.427 1.167 0.123
H 1.611 1.085 0.720 0.090
H 0.499 1.872 -0.732 0.064
H -1.089 2.188 -1.199 0.040
H -2.615 1.297 -1.387 0.170


19
Properties=species:S:1:pos:R:3:lowdin_charge:R:1 method="wB97M-V/def2-TZVPD" charge=+2 smiles="NC(=[NH2+])[C@H]1[NH2+]CCS1" fmax_ev_per_a=1.55 homo_ev=-17.608 de_lowest_kj_mol=0.00 e_tot_ha=-720.8512
N 0.584 -2.405 -1.294 0.270
C 0.764 -1.344 -0.551 -0.366
N 1.870 -1.155 0.133 0.238
C -0.323 -0.289 -0.514 -0.399
N -0.857 0.052 0.829 0.071
C -1.347 1.470 0.791 -0.147
C -0.206 2.279 0.220 -0.387
S 0.405 1.313 -1.213 1.017
H -0.265 -2.580 -1.820 0.162
H 1.320 -3.093 -1.425 0.170
H 2.101 -0.269 0.564 0.140
H 2.641 -1.812 0.071 0.167
H -1.152 -0.580 -1.166 0.141
H -0.124 -0.019 1.549 0.193
H -1.624 -0.578 1.109 0.212
H -1.626 1.802 1.794 0.158
H -2.226 1.521 0.144 0.154
H -0.537 3.247 -0.154 0.111
H 0.604 2.440 0.932 0.096


19
Properties=species:S:1:pos:R:3:lowdin_charge:R:1 method="wB97M-V/def2-TZVPD" charge=+1 fmax_ev_per_a=3.22 homo_ev=-13.451 de_lowest_kj_mol=436.56 e_tot_ha=-377.6605
C 2.131 0.597 1.264 0.030
C -2.069 0.520 0.026 0.049
C -2.928 1.646 -0.027 -0.002
C 2.227 0.252 -1.057 -0.091
N 1.638 0.070 0.236 -0.130
N -1.415 -0.430 0.134 0.127
N -0.818 -2.619 -0.102 0.059
N -0.542 -1.331 0.361 -0.099
H 3.022 1.220 1.257 0.097
H 1.643 0.431 2.213 0.087
H -2.525 2.415 -0.688 0.108
H -3.082 2.059 0.972 0.110
H -3.896 1.331 -0.420 0.118
H 3.189 0.767 -1.011 0.088
H 2.362 -0.720 -1.530 0.090
H 1.533 0.830 -1.669 0.091
H -0.634 -3.303 0.624 0.094
H -0.296 -2.849 -0.944 0.091
H 0.462 -0.884 0.361 0.083


19
Properties=species:S:1:pos:R:3:lowdin_charge:R:1 method="wB97M-V/def2-TZVPD" charge=+1 fmax_ev_per_a=5.29 homo_ev=-14.284 de_lowest_kj_mol=431.62 e_tot_ha=-377.6624
C -2.258 0.487 -0.920 0.012
C -1.056 0.151 -0.109 -0.348
C -1.303 -0.348 1.261 -0.010
N 0.102 0.364 -0.668 0.142
N 1.368 -0.223 -0.065 -0.156
C 1.575 -1.655 -0.024 0.010
N 2.349 0.588 -0.047 0.046
N 2.174 1.787 -0.384 0.146
H -2.807 -0.361 -1.095 0.076
H -2.885 1.030 -0.219 0.110
H -1.767 0.939 -1.745 0.086
H -0.469 -0.697 1.735 0.037
H -2.276 -0.840 1.292 0.112
H -1.475 0.532 1.931 0.133
H 1.545 -2.003 -1.042 0.094
H 0.553 -2.039 0.516 0.139
H 2.336 -2.115 0.536 0.082
H 1.237 2.147 -0.652 0.149
H 3.057 2.258 -0.300 0.142


21
Properties=species:S:1:pos:R:3:lowdin_charge:R:1 method="wB97M-V/def2-TZVPD" charge=+1 fmax_ev_per_a=3.57 homo_ev="-12.764 / -13.425" de_lowest_kj_mol=668.96 e_tot_ha=-528.0731
C 1.292 -0.759 0.495 -0.006
C 0.261 1.434 0.112 0.004
C 0.676 0.122 -0.422 -0.439
C -1.768 -0.761 -0.101 -0.422
N -2.173 0.239 -0.952 -0.071
N -1.234 -1.906 -0.674 0.016
N -1.983 -0.595 1.211 0.201
N 0.742 -0.144 -1.689 0.218
O -2.474 1.352 -0.498 0.007
O -0.615 -2.595 0.174 -0.071
H 1.765 -0.292 1.362 0.126
H 1.966 -1.365 0.009 0.080
H 0.393 -1.394 0.990 0.144
H 0.055 1.386 1.202 0.123
H -0.443 1.913 -0.547 0.067
H 1.206 2.019 -0.309 0.179
H -2.668 0.084 1.489 0.124
H -1.927 -1.560 1.659 0.165
H -2.170 0.041 -2.006 0.213
H 1.399 -0.875 -1.935 0.150
H 0.232 0.365 -2.482 0.193


17
Properties=species:S:1:pos:R:3:lowdin_charge:R:1 method="wB97M-V/def2-TZVPD" charge=-1 fmax_ev_per_a=3.69 homo_ev="-2.834 / -3.087" de_lowest_kj_mol=285.90 multiplicity=2 e_tot_ha=-288.8332
C -0.474 1.241 -1.176 -0.447
O 0.697 0.911 -1.730 -0.329
C -0.537 1.043 0.486 -0.180
C 0.606 0.160 1.080 -0.219
C 0.516 -1.302 0.608 -0.345
N 0.972 -1.446 -0.776 -0.050
H -0.674 2.287 -1.161 0.043
H -1.424 0.842 -1.664 0.085
H 0.858 -0.571 -1.380 0.003
H -0.856 1.884 0.996 0.045
H -2.322 -0.114 0.691 0.083
H 1.488 0.539 0.489 0.104
H 1.027 0.302 2.109 0.093
H -0.463 -1.829 0.701 0.076
H 1.195 -1.928 1.263 0.086
H -1.535 0.330 0.664 -0.067
H 0.927 -2.351 -1.200 0.020


17
Properties=species:S:1:pos:R:3:lowdin_charge:R:1 method="wB97M-V/def2-TZVPD" smiles=NCCCCO fmax_ev_per_a=4.51 homo_ev=-9.324 de_lowest_kj_mol=317.28 e_tot_ha=-288.8962
N -1.655 1.593 0.655 -0.036
C -0.815 0.896 1.665 -0.273
C 0.196 -0.130 0.927 -0.144
C 0.645 0.375 -0.571 -0.178
C 1.285 -0.792 -1.385 -0.297
O 0.545 -1.999 -1.315 -0.101
H -1.748 2.591 0.970 0.087
H -2.592 1.116 0.594 0.092
H -1.234 0.446 2.542 0.084
H -0.104 1.603 2.108 0.095
H 1.080 -0.627 1.258 0.085
H -0.529 -1.007 0.830 0.092
H -0.310 0.932 -1.039 0.118
H 1.420 1.094 -0.985 0.109
H 1.223 -0.528 -2.407 0.094
H 2.300 -0.772 -1.155 0.083
H -0.146 -2.105 -0.597 0.090


17
Properties=species:S:1:pos:R:3:lowdin_charge:R:1 method="wB97M-V/def2-TZVPD" smiles="C=CC.NCO" fmax_ev_per_a=3.13 homo_ev=-9.185 de_lowest_kj_mol=257.79 e_tot_ha=-288.9188
C -0.897 -1.986 0.205 -0.054
C -0.441 -1.783 1.426 -0.204
C -1.203 -0.696 2.290 -0.100
H -0.468 -2.493 -0.654 0.048
H -1.952 -1.801 0.003 0.060
H 0.598 -1.847 1.730 0.081
H -0.424 -0.156 2.816 0.059
H -1.673 0.018 1.615 0.056
H -1.996 -1.211 2.824 0.062
N 1.580 2.193 -0.827 0.011
C 0.602 1.529 -1.670 -0.337
O 1.204 0.473 -2.459 -0.092
H 1.440 3.188 -0.759 0.063
H 2.460 1.756 -1.058 0.066
H -0.156 1.056 -1.050 0.093
H 0.189 2.102 -2.506 0.113
H 1.137 -0.341 -1.926 0.073


17
Properties=species:S:1:pos:R:3:lowdin_charge:R:1 method="wB97M-V/def2-TZVPD" smiles="CC=O.CNC" fmax_ev_per_a=2.25 homo_ev=-8.772 de_lowest_kj_mol=201.88 e_tot_ha=-288.9401
C -1.531 0.076 -0.774 -0.073
C -0.714 0.837 -1.789 -0.335
O -0.789 2.026 -1.915 0.041
H -2.237 0.680 -0.212 0.081
H -1.988 -0.715 -1.391 0.081
H -1.078 -0.620 -0.049 0.050
H -0.227 0.106 -2.459 0.112
C 1.127 0.488 1.359 -0.129
N 0.527 -0.833 1.498 -0.219
C 1.139 -2.107 1.153 -0.140
H 0.442 1.292 1.109 0.067
H 1.896 0.455 0.582 0.080
H 1.661 0.742 2.278 0.073
H 0.249 -0.891 2.471 0.094
H 2.193 -2.168 1.455 0.071
H 0.633 -2.949 1.617 0.075
H 1.074 -2.222 0.066 0.069


17
Properties=species:S:1:pos:R:3:lowdin_charge:R:1 method="wB97M-V/def2-TZVPD" smiles="CC(N)=O.CC" fmax_ev_per_a=0.71 homo_ev=-9.955 de_lowest_kj_mol=8.04 e_tot_ha=-289.0140
C 0.813 0.382 2.584 -0.007
C 1.238 -0.084 1.202 -0.595
N 1.259 -1.447 1.040 0.141
O 1.536 0.663 0.300 0.041
H 0.324 -0.409 3.142 0.067
H 0.126 1.216 2.415 0.088
H 1.640 0.785 3.160 0.082
H 1.283 -1.840 0.108 0.104
H 0.911 -2.075 1.748 0.091
C -0.675 0.818 -2.358 -0.168
C -1.605 -0.104 -1.564 -0.170
H -0.023 1.407 -1.711 0.048
H -0.006 0.231 -2.989 0.062
H -1.288 1.448 -2.991 0.056
H -2.292 0.499 -0.967 0.061
H -2.161 -0.729 -2.257 0.057
H -1.079 -0.759 -0.862 0.042


17
Properties=species:S:1:pos:R:3:lowdin_charge:R:1 method="wB97M-V/def2-TZVPD" smiles=CN(C)CCO fmax_ev_per_a=1.05 homo_ev=-7.765 de_lowest_kj_mol=165.12 e_tot_ha=-288.9541
C -1.250 -1.588 0.240 -0.102
N -0.632 -0.383 -0.273 -0.277
C 0.322 -0.655 -1.311 -0.114
C -0.471 0.682 0.694 -0.204
C 0.659 1.622 0.356 -0.248
O 1.883 0.922 0.601 -0.075
H -1.639 -1.423 1.245 0.077
H -2.113 -1.863 -0.370 0.077
H -0.568 -2.446 0.222 0.082
H -0.145 -1.376 -1.986 0.084
H 1.233 -1.137 -0.939 0.084
H 0.535 0.230 -1.906 0.076
H -0.232 0.234 1.682 0.120
H -1.407 1.227 0.842 0.116
H 0.642 2.525 0.961 0.116
H 0.603 1.845 -0.711 0.103
H 2.580 1.582 0.652 0.083


17
Properties=species:S:1:pos:R:3:lowdin_charge:R:1 method="wB97M-V/def2-TZVPD" smiles="C/C=C(/C)N.O" fmax_ev_per_a=2.52 homo_ev=-7.948 de_lowest_kj_mol=107.61 e_tot_ha=-288.9760
C 0.238 -0.568 -2.069 -0.085
C -0.565 -0.431 -0.779 -0.180
C -0.022 -0.575 0.459 -0.440
C -1.045 -0.597 1.592 -0.039
N 1.304 -0.852 0.679 0.107
H -0.310 -1.372 -2.570 0.073
H 1.250 -0.856 -1.843 0.047
H 0.212 0.320 -2.702 0.068
H -1.636 -0.310 -0.830 0.103
H -1.540 -1.561 1.644 0.079
H -0.561 -0.402 2.556 0.075
H -1.753 0.212 1.451 0.078
H 2.007 -0.553 0.024 0.086
H 1.557 -0.952 1.650 0.092
O -0.154 2.514 0.117 -0.079
H 0.684 2.738 -0.296 0.025
H -0.190 1.560 -0.134 -0.011